{
  "formula": "C19H72N14O17",
  "method": "the ωB97M-V functional and the def2-TZVPD basis",
  "symbols": ["C", "C", "O", "H", "H", "H", "H", "H", "H", "C", "C", "O", "H", "H", "H", "H", "H", "H", "C", "O", "N", "N", "H", "H", "H", "H", "C", "O", "N", "N", "H", "H", "H", "H", "C", "O", "N", "N", "H", "H", "H", "H", "C", "O", "N", "N", "H", "H", "H", "H", "C", "O", "N", "N", "H", "H", "H", "H", "C", "O", "N", "N", "H", "H", "H", "H", "C", "O", "N", "N", "H", "H", "H", "H", "C", "O", "H", "H", "H", "H", "C", "O", "H", "H", "H", "H", "C", "O", "H", "H", "H", "H", "C", "O", "H", "H", "H", "H", "C", "O", "H", "H", "H", "H", "C", "O", "H", "H", "H", "H", "C", "O", "H", "H", "H", "H", "C", "O", "H", "H", "H", "H"],
  "coordinates": [[-8.9965, 6.9259, 14.7989], [-9.5589, 5.5151, 14.9944], [-10.8833, 5.6093, 15.4725], [-7.9402, 6.9125, 14.4117], [-8.9788, 7.5949, 15.6398], [-9.6009, 7.4581, 14.0413], [-9.0178, 4.8380, 15.6925], [-9.6626, 5.0151, 14.0618], [-11.2229, 4.7144, 15.5114], [-12.1848, 8.3792, 21.0165], [-12.5855, 7.8391, 19.6386], [-12.3430, 8.8975, 18.7257], [-12.1252, 7.6761, 21.8098], [-12.9334, 9.1252, 21.4088], [-11.2824, 8.9400, 21.0624], [-13.5695, 7.4603, 19.6357], [-11.9931, 7.0786, 19.2906], [-12.4268, 8.4371, 17.8716], [-12.2145, -0.4194, 16.9949], [-13.2948, 0.0118, 16.2431], [-11.7370, 0.2565, 17.9520], [-11.6591, -1.5909, 16.9140], [-12.2207, 1.1832, 18.1501], [-11.1991, -0.1582, 18.7595], [-12.0400, -2.2644, 16.1867], [-11.0826, -2.0544, 17.6064], [-8.7354, 0.3014, 15.9775], [-7.4530, 0.6498, 15.6041], [-9.0897, -0.9371, 15.9855], [-9.5434, 1.0626, 16.5850], [-8.4225, -1.6142, 15.4626], [-10.0746, -1.1941, 16.1010], [-9.2408, 2.0132, 16.9571], [-10.3839, 0.6474, 17.0739], [-8.9432, 8.1049, 18.4066], [-9.4278, 6.8330, 18.1933], [-7.7103, 8.4139, 18.0562], [-9.5933, 9.0600, 18.9747], [-7.2226, 7.7593, 17.4319], [-7.3662, 9.3662, 17.9414], [-10.4810, 8.7710, 19.3579], [-9.1119, 9.7415, 19.5266], [-14.5724, 4.7660, 12.8477], [-15.5439, 4.0353, 13.4860], [-14.2012, 5.9258, 13.2598], [-13.8415, 4.4200, 11.7607], [-14.3852, 6.1230, 14.2389], [-13.2866, 6.2436, 12.9589], [-14.2076, 3.5617, 11.3852], [-13.4278, 5.1280, 11.1665], [-6.2394, 5.2900, 17.9056], [-6.3766, 6.2102, 16.8287], [-7.1943, 5.0866, 18.7409], [-5.1487, 4.7194, 18.1938], [-8.0922, 5.6293, 18.5215], [-6.9894, 4.7980, 19.7028], [-4.3083, 4.9694, 17.6763], [-5.0069, 4.1737, 19.0597], [-13.1876, 7.9566, 15.8274], [-13.8635, 6.6807, 15.7922], [-11.8907, 8.0026, 15.7656], [-13.8081, 8.9998, 16.2036], [-11.4599, 7.0871, 15.6426], [-11.2327, 8.7721, 15.5066], [-14.7696, 9.0081, 16.4677], [-13.3383, 9.8740, 16.3505], [-12.3912, 4.0315, 18.1607], [-12.6393, 2.7330, 18.6804], [-13.3190, 4.6327, 17.4872], [-11.2374, 4.5382, 18.2720], [-14.1991, 4.0658, 17.3318], [-13.1985, 5.4925, 16.9207], [-10.4172, 3.9628, 18.4430], [-11.1223, 5.5061, 17.8866], [-14.3952, 4.7257, 21.0062], [-15.1068, 4.9803, 19.8445], [-13.6656, 3.9947, 20.8005], [-15.0495, 4.1871, 21.7182], [-14.0018, 5.6225, 21.4594], [-14.4599, 5.0741, 19.1509], [-17.2444, 1.4329, 19.2535], [-15.8681, 1.5309, 19.3215], [-17.6232, 0.5327, 19.7230], [-17.5766, 1.3340, 18.2812], [-17.6685, 2.3131, 19.8255], [-15.6738, 2.4479, 19.0481], [-13.2728, 0.8910, 21.3389], [-12.2039, 1.8357, 21.2192], [-14.2447, 1.2899, 21.0745], [-13.4918, 0.4412, 22.3978], [-13.0579, 0.0748, 20.6566], [-12.4323, 2.4119, 20.5441], [-9.7916, 5.7340, 21.2938], [-11.1305, 5.3793, 20.9578], [-9.4636, 6.6032, 20.7649], [-9.0973, 4.9589, 21.0542], [-9.7023, 6.0537, 22.3283], [-11.1786, 5.0597, 20.0736], [-12.5293, 2.8051, 14.8687], [-11.1304, 2.7699, 14.9636], [-12.9129, 2.3815, 15.8082], [-12.9030, 2.2787, 14.0250], [-12.9461, 3.8062, 14.7977], [-10.8904, 2.0565, 15.4734], [-9.0989, 2.4625, 19.4991], [-8.8499, 3.1498, 18.2371], [-9.1471, 1.3802, 19.3821], [-9.9694, 2.8938, 20.0482], [-8.1920, 2.5534, 20.0602], [-8.0608, 3.6824, 18.3081], [-16.2447, 4.2230, 16.6176], [-15.5135, 3.0697, 17.0245], [-16.6373, 4.7922, 17.4254], [-17.2063, 3.8778, 16.1628], [-15.6820, 4.8852, 15.8802], [-15.7511, 2.3426, 16.4268], [-16.4178, 7.9073, 17.7618], [-16.5082, 8.8831, 16.6933], [-15.6616, 7.0409, 17.5934], [-17.3971, 7.5186, 17.9454], [-16.0727, 8.3090, 18.7418], [-16.9423, 8.4473, 15.9332]],
  "homo_ha": -0.3023,
  "gap_ev": 8.205,
  "multiplicity": 1,
  "de_lowest_kj_mol": 26.8
}



{
  "formula": "C19H76ClO23",
  "method": "the ωB97M-V functional and the def2-TZVPD basis",
  "symbols": ["Cl", "O", "O", "O", "O", "C", "O", "H", "H", "H", "H", "C", "O", "H", "H", "H", "H", "C", "O", "H", "H", "H", "H", "C", "O", "H", "H", "H", "H", "C", "O", "H", "H", "H", "H", "C", "O", "H", "H", "H", "H", "C", "O", "H", "H", "H", "H", "C", "O", "H", "H", "H", "H", "C", "O", "H", "H", "H", "H", "C", "O", "H", "H", "H", "H", "C", "O", "H", "H", "H", "H", "C", "O", "H", "H", "H", "H", "C", "O", "H", "H", "H", "H", "C", "O", "H", "H", "H", "H", "C", "O", "H", "H", "H", "H", "C", "O", "H", "H", "H", "H", "C", "O", "H", "H", "H", "H", "C", "O", "H", "H", "H", "H", "C", "O", "H", "H", "H", "H"],
  "coordinates": [[-0.1268, 0.3136, 0.0917], [0.6958, -0.7826, -0.2906], [-1.5144, -0.1002, 0.1993], [0.2756, 0.8844, 1.3259], [0.0371, 1.4088, -0.8327], [-2.2416, 0.7265, 6.4365], [-3.4009, 0.7387, 5.6064], [-2.1723, -0.1057, 7.1370], [-1.3629, 0.5701, 5.8107], [-2.1199, 1.6872, 6.9368], [-3.2920, 1.5305, 5.0746], [-1.7658, 4.2708, -0.2801], [-2.3528, 5.5376, -0.5235], [-2.5777, 3.5473, -0.2053], [-1.0744, 4.0382, -1.0900], [-1.2443, 4.1922, 0.6738], [-1.7772, 6.0381, -1.1064], [-0.6278, 4.7353, -5.2578], [0.4457, 5.3438, -4.5563], [-1.2959, 5.4938, -5.6656], [-0.1983, 4.1349, -6.0598], [-1.2327, 4.1210, -4.5909], [0.9738, 5.9455, -5.0862], [3.2436, 2.9965, 2.6864], [2.3019, 3.3560, 1.7397], [4.0100, 2.3934, 2.1996], [3.7176, 3.8879, 3.0972], [2.8954, 2.3565, 3.4971], [1.6638, 2.6428, 1.6626], [0.6743, -5.9745, -2.3106], [-0.7331, -6.1141, -2.7023], [1.2677, -6.1406, -3.2097], [0.9305, -5.0006, -1.8933], [0.9246, -6.7081, -1.5442], [-0.8415, -7.0196, -3.0020], [-1.0031, -2.0437, 3.5947], [0.2363, -1.4180, 3.4748], [-0.8840, -3.1052, 3.8119], [-1.5936, -1.5552, 4.3698], [-1.4904, -1.9537, 2.6239], [0.2239, -0.7876, 2.7509], [-2.7797, -3.7784, -0.9958], [-2.8745, -4.2511, -2.3556], [-2.8778, -2.6976, -0.8941], [-3.6070, -4.2344, -0.4520], [-1.8272, -4.0580, -0.5456], [-2.1598, -4.8628, -2.5470], [-2.4053, 2.2024, 3.1487], [-3.5301, 2.7687, 3.8731], [-1.9626, 1.3033, 3.5773], [-2.7014, 2.0136, 2.1168], [-1.6373, 2.9638, 3.0129], [-4.0457, 3.4002, 3.3662], [-3.2532, -0.7100, -4.1610], [-4.3471, 0.0800, -4.5574], [-3.4612, -1.7697, -4.0130], [-2.5091, -0.5637, -4.9439], [-2.8599, -0.3691, -3.2033], [-4.5363, -0.1533, -5.4692], [2.5893, -5.0934, 1.9073], [2.8798, -5.4956, 0.6003], [2.8754, -4.0681, 2.1417], [1.5354, -5.1831, 2.1707], [3.0673, -5.7170, 2.6628], [2.8782, -4.7749, -0.0339], [1.5994, 0.2612, 5.7988], [1.5793, 1.2333, 6.8829], [1.3302, 0.7893, 4.8841], [2.5792, -0.2020, 5.6819], [0.8995, -0.5491, 6.0027], [1.7500, 0.8034, 7.7241], [4.0151, -2.7821, -0.8495], [2.6596, -3.1056, -0.5229], [4.4543, -2.0890, -0.1320], [4.6712, -3.6525, -0.8384], [4.1269, -2.3620, -1.8490], [2.0594, -2.3628, -0.4245], [3.4759, -0.6590, 2.6565], [4.4306, -0.5037, 3.7770], [2.7574, 0.1599, 2.6208], [3.9793, -0.7671, 1.6958], [2.8102, -1.5100, 2.8003], [5.0108, -1.2685, 3.7797], [-4.5215, 1.0309, -1.2057], [-5.4835, 1.2284, -2.1363], [-3.5918, 1.5697, -1.3888], [-4.8711, 1.3007, -0.2091], [-4.3558, -0.0432, -1.1230], [-5.1483, 0.9183, -2.9807], [-4.1068, -0.7794, 2.2688], [-4.2134, -1.6596, 1.1391], [-3.6965, 0.2039, 2.0387], [-5.1074, -0.5826, 2.6538], [-3.5962, -1.2031, 3.1335], [-3.6664, -1.2910, 0.4416], [2.1755, 4.4301, -1.6499], [3.2184, 4.4571, -0.6976], [1.9112, 3.3801, -1.7760], [1.3424, 4.9993, -1.2377], [2.4107, 4.7440, -2.6669], [2.8999, 4.1017, 0.1353], [0.8890, 1.4562, -4.8396], [0.4165, 0.9414, -6.0899], [1.9748, 1.3738, -4.8880], [0.5281, 2.4596, -4.6136], [0.4835, 0.8300, -4.0449], [0.7985, 1.4462, -6.8116], [4.1213, 0.7652, -1.2810], [5.2301, 0.3174, -2.0110], [3.8813, 1.8253, -1.3635], [3.1523, 0.3048, -1.4736], [4.2484, 0.4973, -0.2321], [6.0082, 0.6531, -1.5601], [0.3478, -2.2018, -3.7376], [0.4920, -2.0168, -5.1186], [1.2919, -2.6066, -3.3730], [0.2061, -1.2688, -3.1920], [-0.3800, -2.9722, -3.4830], [0.4781, -1.0770, -5.3144]],
  "homo_ha": -0.2749,
  "gap_ev": 9.483,
  "multiplicity": 1,
  "charge": -1,
  "de_lowest_kj_mol": 88.0
}



{
  "formula": "C19H9BBr4O7Pd",
  "method": "the ωB97M-V functional and the def2-TZVPD basis",
  "symbols": ["Pd", "Br", "C", "C", "Br", "C", "Br", "C", "O", "C", "O", "C", "Br", "O", "B", "O", "C", "C", "C", "C", "C", "C", "H", "H", "H", "H", "O", "C", "C", "C", "C", "C", "C", "C", "O", "O", "H", "H", "H", "H", "H"],
  "coordinates": [[-0.0505, 0.4858, 0.2515], [3.4115, -2.0249, 5.7514], [3.0476, -1.3039, 4.0307], [4.0484, -0.7413, 3.2717], [5.8349, -0.6760, 3.9222], [3.7450, -0.1984, 2.0079], [5.0919, 0.5445, 0.8923], [2.4504, -0.1892, 1.4763], [2.1468, 0.2657, 0.3187], [1.3924, -0.7800, 2.2915], [0.1791, -0.8028, 1.8243], [1.7286, -1.3215, 3.5259], [0.3027, -2.1127, 4.5042], [-2.8917, 1.1445, 1.0065], [-1.9513, 0.3755, 0.2482], [-2.7227, -0.4923, -0.5933], [-4.0291, -0.2415, -0.3411], [-5.1447, -0.8214, -0.9011], [-6.3926, -0.3720, -0.4553], [-6.4931, 0.6179, 0.5126], [-5.3528, 1.2000, 1.0756], [-4.1285, 0.7526, 0.6310], [-5.0492, -1.5928, -1.6539], [-7.2938, -0.8055, -0.8723], [-7.4727, 0.9455, 0.8399], [-5.4183, 1.9716, 1.8313], [0.1919, 5.8350, 1.0720], [-0.2155, 5.7705, -0.2243], [-0.5109, 6.9529, -0.9064], [-0.9311, 6.9329, -2.2249], [-1.0635, 5.7192, -2.8819], [-0.7710, 4.5486, -2.1981], [-0.3436, 4.5352, -0.8723], [-0.0480, 3.1904, -0.2131], [-0.3185, 2.1842, -0.9718], [0.3822, 3.1555, 0.9278], [0.2032, 6.7624, 1.3300], [-0.4046, 7.8990, -0.3824], [-1.1545, 7.8651, -2.7313], [-1.3918, 5.6824, -3.9133], [-0.8664, 3.5821, -2.6738]],
  "homo_ha": -0.0373,
  "gap_ev": 5.375,
  "multiplicity": 1,
  "charge": -2,
  "de_lowest_kj_mol": 69.0
}



{
  "formula": "C19H9Cl5NS2SeTa",
  "method": "the ωB97M-V functional and the def2-TZVPD basis",
  "symbols": ["Ta", "Cl", "C", "C", "C", "Cl", "C", "Cl", "C", "Cl", "C", "Cl", "S", "C", "N", "C", "C", "C", "C", "C", "C", "S", "H", "H", "H", "H", "Se", "C", "C", "C", "C", "C", "C", "H", "H", "H", "H", "H"],
  "coordinates": [[1.8855, 0.4425, -0.2598], [-1.3421, 1.2109, -0.9657], [-0.4371, 0.6650, -2.3266], [0.9132, 0.4400, -2.0881], [1.7011, -0.0035, -3.1348], [3.3634, -0.1808, -2.6120], [1.2318, -0.2654, -4.3955], [2.2595, -0.8297, -5.6247], [-0.1475, -0.0298, -4.6077], [-0.7969, -0.3233, -6.1390], [-0.9886, 0.4414, -3.5747], [-2.6435, 0.7229, -3.8497], [3.9816, -0.4389, 0.6260], [2.7747, -1.6769, 0.8286], [1.4906, -1.3559, 0.5324], [0.6078, -2.4396, 0.6698], [-0.7618, -2.4349, 0.4513], [-1.4397, -3.6215, 0.6598], [-0.7716, -4.7775, 1.0745], [0.5939, -4.7810, 1.2919], [1.2766, -3.5904, 1.0803], [2.9938, -3.2946, 1.2596], [-1.2808, -1.5377, 0.1391], [-2.5092, -3.6569, 0.5048], [-1.3347, -5.6872, 1.2303], [1.1069, -5.6778, 1.6112], [1.7750, 2.1145, 1.4553], [0.0942, 2.9477, 1.9069], [-1.0452, 2.1928, 2.1426], [-2.1988, 2.8507, 2.5397], [-2.1980, 4.2313, 2.6969], [-1.0404, 4.9627, 2.4723], [0.1260, 4.3226, 2.0778], [-1.0342, 1.1131, 2.0611], [-3.0968, 2.2822, 2.7408], [-3.1018, 4.7364, 3.0090], [-1.0372, 6.0353, 2.6091], [1.0301, 4.8917, 1.9072]],
  "homo_ha": -0.5429,
  "gap_ev": 5.975,
  "multiplicity": 1,
  "charge": 2
}



{
  "formula": "C19H9F5MoN6O4",
  "method": "the ωB97M-V functional and the def2-TZVPD basis",
  "symbols": ["Mo", "N", "C", "N", "C", "N", "C", "C", "N", "C", "C", "N", "H", "H", "H", "H", "H", "O", "C", "C", "C", "C", "C", "C", "C", "O", "N", "O", "O", "H", "H", "H", "H", "F", "C", "C", "C", "F", "C", "F", "C", "F", "C", "F"],
  "coordinates": [[-0.0563, -0.6456, -0.0244], [-2.7239, -3.5586, -1.9448], [-2.4700, -2.2923, -1.6677], [-1.3895, -2.2422, -0.8836], [-1.0487, -3.5721, -0.7315], [-1.8348, -4.3830, -1.3687], [0.0741, -3.9166, 0.1006], [0.4445, -5.2252, 0.3960], [1.4669, -5.4705, 1.1945], [2.1171, -4.4351, 1.6996], [1.7478, -3.1252, 1.4079], [0.7191, -2.8521, 0.6013], [-3.4644, -3.9456, -2.5150], [-3.0673, -1.4647, -2.0108], [-0.1018, -6.0631, -0.0197], [2.9532, -4.6418, 2.3552], [2.2989, -2.3086, 1.8360], [1.4141, -0.4584, 1.1748], [2.1560, 0.3966, 1.7741], [1.9788, 1.7643, 1.6042], [2.7788, 2.7266, 2.2537], [2.5088, 4.0414, 2.0266], [1.4676, 4.4525, 1.1789], [0.6754, 3.5266, 0.5393], [0.9148, 2.1632, 0.7354], [0.1776, 1.2568, 0.1402], [3.3471, 5.0736, 2.6988], [4.2248, 4.6576, 3.4211], [3.0651, 6.2239, 2.4637], [2.9375, 0.0213, 2.4353], [3.5857, 2.4354, 2.9145], [1.3016, 5.5132, 1.0402], [-0.1283, 3.8404, -0.1128], [-2.6852, 0.9646, 0.5864], [-2.5491, 0.9993, -0.7534], [-1.4844, 0.3047, -1.3028], [-1.3432, 0.3645, -2.6777], [-0.3020, -0.3076, -3.2143], [-2.2286, 1.0416, -3.4958], [-2.0770, 1.0531, -4.8061], [-3.2982, 1.7107, -2.9046], [-4.1567, 2.3571, -3.6569], [-3.4664, 1.6921, -1.5209], [-4.4797, 2.3273, -0.9671]],
  "homo_ha": [-0.5632, -0.5632],
  "gap_ev": [5.583, 5.584],
  "multiplicity": 1,
  "charge": 2
}



Respective molar mass values: 768.9 708.2 786.1 752.6 576.2 g mol⁻¹.